ORCA calculation (the ωB97M-V functional and the def2-TZVPD basis) on a molecular structure, CH3Br2PS.

```
! wB97M-V def2-TZVPD RIJCOSX def2/J DEFGRID3
* xyz 0 1
C 0.15801 -0.11004 0.09295
P 4.46024 0.09339 -0.81140
S 2.01917 0.20998 0.34449
Br 5.13539 -1.95285 -0.40409
Br 5.47371 1.25922 0.69950
H -0.20363 0.40143 -0.78508
H -0.04394 -1.17522 0.11040
H -0.18361 0.36351 1.01400
*
```

Values from the calculation:
Gap between HOMO and LUMO (spin up / spin down)   6.98 / 6.82 eV
Strongest force on any atom   0.0413 Eh/bohr
Energy above the lowest of the compared OMol25 structures with the same formula, charge and spin   56.9 kcal per mole
Lowest unoccupied orbital energy (spin up / spin down)   -1.717 / -1.724 eV
HOMO energy (spin up / spin down)   -8.694 / -8.546 eV


ORCA calculation (the ωB97M-V functional and the def2-TZVPD basis) on a molecular structure, C35H34F7N3OP2S2Y.

```
! wB97M-V def2-TZVPD RIJCOSX def2/J DEFGRID3
* xyz 0 2
Y 0.02474 -0.94285 -0.93177
C -2.23320 1.54297 -1.15932
N -0.74885 1.56472 -1.12869
C -0.26421 2.01644 -2.46706
C 1.18780 1.67389 -2.72118
N 1.39401 0.22170 -2.94843
C 2.84064 -0.05925 -2.82187
C 0.89695 -0.12757 -4.28041
C 1.65709 0.21555 -5.39649
C 1.22867 -0.07229 -6.67918
C 0.00851 -0.71143 -6.85546
C -0.75648 -1.04238 -5.75640
C -0.34016 -0.75892 -4.44788
S -1.42882 -1.20713 -3.14050
C -0.26954 2.48399 -0.10145
C -0.93383 3.69241 0.11001
C -0.49475 4.61757 1.04186
C 0.65336 4.36310 1.78101
C 1.32912 3.17693 1.58211
C 0.87927 2.21857 0.66218
S 1.83575 0.75742 0.52445
H -2.64147 2.47942 -1.54882
H -2.61387 1.34781 -0.15950
H -2.54089 0.73925 -1.82282
H -0.41352 3.09867 -2.55452
H -0.88860 1.52599 -3.21396
H 1.80576 1.97559 -1.87386
H 1.53653 2.23843 -3.59433
H 3.44362 0.65317 -3.39356
H 3.04947 -1.06596 -3.16825
H 3.12780 0.02392 -1.77532
H 2.60846 0.71556 -5.26755
H 1.84313 0.19679 -7.52824
H -0.34390 -0.95303 -7.85021
H -1.70823 -1.54175 -5.88278
H -1.81583 3.92527 -0.46851
H -1.04176 5.54218 1.17319
H 1.02123 5.08423 2.49942
H 2.22568 2.95653 2.14801
O -2.02725 1.05657 2.18680
N -0.87277 0.62877 2.79139
C -0.30539 1.43528 3.58583
C 0.92418 1.07037 4.29218
C 1.31700 1.91016 5.33306
C 2.45619 1.65045 6.07470
C 3.22297 0.53728 5.77520
C 2.85020 -0.30149 4.73488
C 1.70340 -0.05918 3.97990
P 1.33752 -1.17313 2.57717
C 2.85516 -2.15993 2.38826
C 2.96917 -3.42678 2.96310
C 4.12383 -4.17254 2.78687
C 5.17392 -3.66596 2.03687
C 5.07496 -2.40254 1.47403
C 3.92424 -1.65235 1.64898
C 0.08626 -2.35089 3.14351
C -0.28690 -3.37512 2.27512
C -1.26894 -4.27664 2.64582
C -1.88894 -4.15766 3.88095
C -1.52240 -3.13781 4.74810
C -0.54110 -2.23144 4.38060
H -2.18444 1.98540 2.43332
H -0.71747 2.43109 3.78059
H 0.71227 2.78056 5.55973
H 2.74295 2.31420 6.87956
H 4.11619 0.31897 6.34546
H 3.46632 -1.15923 4.50480
H 2.15412 -3.83380 3.54537
H 4.19760 -5.15705 3.22999
H 6.06795 -4.25720 1.88686
H 5.89046 -2.00427 0.88462
H 3.86055 -0.66821 1.20566
H 0.18744 -3.47543 1.30896
H -1.55844 -5.06200 1.96051
H -2.66321 -4.85766 4.16746
H -2.00388 -3.04546 5.71312
H -0.25973 -1.43915 5.06213
F -1.52845 -1.55509 0.23050
F 2.01374 -2.06784 -0.77962
P 1.82115 -3.62840 -1.55919
F 0.25151 -3.46342 -1.06700
F 3.35465 -3.56147 -1.95234
F 1.54687 -5.01259 -2.24507
F 1.41874 -2.79367 -2.87285
F 2.16708 -4.28992 -0.15170
*
```

Values from the calculation:
Gap between HOMO and LUMO (spin up / spin down)   6.93 / 4.92 eV
Strongest force on any atom   0.0134 Eh/bohr
Energy above the lowest of the compared OMol25 structures with the same formula, charge and spin   10.0 kcal per mole
⟨S²⟩   0.7608
Lowest unoccupied orbital energy (spin up / spin down)   -0.249 / -2.258 eV
HOMO energy (spin up / spin down)   -7.176 / -7.176 eV


ORCA calculation (the ωB97M-V functional and the def2-TZVPD basis) on a molecular structure, C48H39BCrF4N7O5S2.

```
! wB97M-V def2-TZVPD RIJCOSX def2/J DEFGRID3
* xyz -1 5
Cr 0.60329 0.73811 0.38807
C 2.27559 6.67387 4.92540
C 1.39532 5.54531 4.46903
C 1.94919 4.39696 3.90329
C 1.14281 3.36736 3.45475
C -0.23672 3.47845 3.57026
C -0.80769 4.60854 4.12592
C 0.01326 5.63443 4.57448
S -1.25180 2.14282 2.98867
O -0.90263 0.97215 3.75184
O -2.61378 2.61265 3.02898
N -0.73469 1.89480 1.50193
C -0.93988 2.80681 0.48598
C -1.76022 3.93201 0.42574
C -1.74238 4.66270 -0.74599
C -0.93185 4.28705 -1.81443
C -0.15659 3.15336 -1.68382
N -0.17097 2.44036 -0.55782
H 3.25014 6.30911 5.24644
H 1.82333 7.21713 5.75375
H 2.44095 7.38582 4.11448
H 3.02499 4.31439 3.80849
H 1.57363 2.47914 3.00627
H -1.88388 4.67556 4.20247
H -0.43136 6.51984 5.01198
H -2.40325 4.18978 1.25308
H -2.37937 5.53372 -0.83215
H -0.91430 4.84896 -2.73565
H 0.47616 2.77964 -2.47549
C 1.54714 -0.29439 4.61205
S 1.09523 -1.14018 3.10638
C 2.51983 -2.20789 2.99750
O 1.39815 -0.08297 2.05254
H 1.62519 -1.03051 5.40968
H 0.75253 0.41168 4.82742
H 2.50002 0.21256 4.45675
H 2.50464 -2.89014 3.84514
H 3.42496 -1.60080 2.98060
H 2.41056 -2.75839 2.07007
C 3.65073 4.36958 -2.01875
C 3.21540 4.29086 -0.70454
C 2.83181 3.06818 -0.17419
C 2.84281 1.91388 -0.95637
C 3.30606 1.99749 -2.27129
C 3.70453 3.21521 -2.79310
N 2.36464 0.69834 -0.42559
C 3.26906 -0.35882 -0.39143
C 4.64101 -0.14794 -0.19953
C 5.50958 -1.22051 -0.08665
C 5.04113 -2.52606 -0.15910
C 3.68392 -2.74043 -0.36624
C 2.80891 -1.67481 -0.49144
H 3.95047 5.32075 -2.43837
H 3.17102 5.18062 -0.08891
H 2.50179 2.99590 0.85774
H 3.30202 1.10709 -2.88232
H 4.03813 3.26909 -3.82165
H 5.01914 0.86395 -0.12952
H 6.56586 -1.03121 0.06374
H 5.72418 -3.36059 -0.07182
H 3.29488 -3.74744 -0.45354
H 1.76414 -1.87043 -0.69836
C -2.32638 -7.76357 -3.34059
C -1.22282 -6.83497 -3.86415
C -1.16415 -6.94308 -5.39416
C 0.10897 -7.32715 -3.29444
C -1.51472 -5.38479 -3.47476
C -2.76925 -4.84065 -3.72753
C -3.08564 -3.51225 -3.42436
C -2.10569 -2.73055 -2.86082
O -2.17940 -1.43607 -2.48179
B -0.84628 -1.09759 -1.91277
O -0.03374 -2.33224 -2.04837
C -0.83994 -3.26112 -2.60609
C -0.52782 -4.56792 -2.90059
H -2.07551 -8.80440 -3.55788
H -3.28825 -7.55310 -3.80606
H -2.44489 -7.65455 -2.26254
H -0.98768 -7.97667 -5.70121
H -0.36060 -6.32251 -5.79204
H -2.09908 -6.60599 -5.84241
H 0.25020 -8.37852 -3.55338
H 0.13603 -7.23747 -2.20753
H 0.95364 -6.77152 -3.70268
H -3.53771 -5.45383 -4.17977
H -4.06813 -3.10840 -3.62613
H 0.46294 -4.93172 -2.67549
F -2.41409 1.21535 -1.75370
C -2.95930 0.79179 -0.61156
C -4.11082 1.40146 -0.21078
F -4.62471 2.35401 -0.99657
C -4.76394 1.08714 1.00778
C -4.13106 0.05744 1.74846
C -2.97072 -0.53926 1.34514
F -2.46049 -1.47359 2.15156
C -2.29490 -0.19344 0.15324
C -1.01510 -0.72093 -0.26670
C -0.54715 -1.85890 0.47487
N -0.08474 -2.75802 1.03089
C -0.14680 0.05789 -2.80968
N 0.31366 0.84182 -3.51600
F -4.66492 -0.32728 2.90614
C -5.90954 1.76062 1.45765
C -6.51754 2.83556 0.75425
N -7.07137 3.70828 0.24456
C -6.56991 1.46922 2.68169
N -7.17749 1.28892 3.64349
*
```

Values from the calculation:
Gap between HOMO and LUMO (spin up / spin down)   5.84 / 4.93 eV
Strongest force on any atom   0.0095 Eh/bohr
Energy above the lowest of the compared OMol25 structures with the same formula, charge and spin   0.1 kcal per mole
⟨S²⟩   6.1844
Lowest unoccupied orbital energy (spin up / spin down)   0.969 / -0.038 eV
HOMO energy (spin up / spin down)   -4.873 / -4.969 eV


ORCA calculation (the ωB97M-V functional and the def2-TZVPD basis) on a molecular structure, C23H15F3N2O3PS.

```
! wB97M-V def2-TZVPD RIJCOSX def2/J DEFGRID3
* xyz -1 1
C 4.53313 -1.11315 2.80329
C 3.35806 -1.10366 3.54700
C 2.15665 -0.61905 2.99929
C 2.11168 -0.13037 1.68066
P 0.56188 0.25316 0.75665
C -0.58992 -1.15330 1.11898
C -1.57770 -1.05861 2.12670
C -2.26374 -2.21005 2.54216
C -2.05471 -3.41768 1.91126
C -1.22328 -3.50373 0.78530
C -0.49237 -2.37074 0.38093
C 0.08897 1.99727 1.52475
C 0.82483 2.39058 2.74038
N 1.46159 2.74132 3.66050
O 0.80518 0.34206 -0.71974
C 3.32297 -0.06732 0.97679
C 4.50917 -0.55149 1.53499
H 5.45006 -1.52744 3.20359
H 3.37331 -1.46592 4.57047
H 1.24272 -0.60347 3.60748
H -1.81097 -0.08761 2.56554
H -2.95663 -2.14913 3.38389
H -2.51985 -4.31075 2.28940
H -1.13598 -4.45494 0.24335
H 0.14895 -2.42059 -0.51288
H -0.93569 1.66427 1.68149
H 3.30754 0.37862 -0.02744
H 5.43670 -0.48825 0.98824
F -2.37612 4.23606 -0.28070
C -1.83108 3.79858 0.87468
F -1.88182 4.81132 1.80270
F -2.65289 2.80553 1.34143
S 0.07346 3.54583 0.80249
N -1.45331 2.54723 -2.34431
C -2.10335 1.35360 -2.08359
O -2.75948 0.90546 -1.13251
C -1.75494 0.53124 -3.28874
C -0.49353 0.95730 -3.67380
C 0.24772 0.29041 -4.62471
C -0.40006 -0.77843 -5.27898
C -1.72884 -1.12015 -4.96487
C -2.44377 -0.46079 -3.95049
C -0.19165 2.21922 -2.86088
O 0.90079 2.74573 -2.72442
H 1.27966 0.60940 -4.78179
H 0.13936 -1.33338 -6.03354
H -2.23442 -1.91250 -5.48924
H -3.46825 -0.71170 -3.67175
*
```

Values from the calculation:
Gap between HOMO and LUMO   6.66 eV
Strongest force on any atom   0.0769 Eh/bohr
Energy above the lowest of the compared OMol25 structures with the same formula, charge and spin   39.2 kcal per mole
Lowest unoccupied orbital energy   2.586 eV
HOMO energy   -4.069 eV


ORCA calculation (the ωB97M-V functional and the def2-TZVPD basis) on 2 unconnected molecules or ions with the total composition C2H7N4.

```
! wB97M-V def2-TZVPD RIJCOSX def2/J DEFGRID3
* xyz 1 1
C 1.24391 0.47086 0.20741
C -0.70743 -0.11913 -0.84877
N -2.07139 -0.69668 2.10309
N -1.11786 -0.25337 2.45850
N 0.02538 0.27529 0.23461
N 2.09275 0.58350 -0.81799
H 1.74920 0.62408 1.16344
H -1.02585 0.75875 -1.43062
H -0.25937 -0.82489 -1.46996
H -1.78319 -0.66501 -0.48589
H -2.86633 -0.89582 1.43307
H 3.03689 0.03102 -0.77596
H 1.68329 0.71140 -1.77094
*
```

Values from the calculation:
Gap between HOMO and LUMO (spin up / spin down)   7.40 / 7.40 eV
Strongest force on any atom   0.0884 Eh/bohr
Energy above the lowest of the compared OMol25 structures with the same formula, charge and spin   108.9 kcal per mole
Lowest unoccupied orbital energy (spin up / spin down)   -6.042 / -6.041 eV
HOMO energy (spin up / spin down)   -13.442 / -13.442 eV